Here is 2 unconnected molecules or ions with the total composition C10H10N2 at a distorted geometry from OMol25. Energies are from ωB97M-V with the def2-TZVPD basis set.

Summary:
energy above the lowest of the compared OMol25 structures with the same formula, charge and spin	441.6	kJ/mol
HOMO	-9.432	eV
lowest unoccupied orbital energy	0.0278	hartree
SMILES string	c1ccncc1.c1ccncc1

Each atom is followed by the atoms it is bonded to, with distances in Å.
Cartesian coordinates (Å):
1 C 4.35320 0.77547 -0.22194  C2 1.415, C6 1.416, H7 1.061
2 C 3.15203 1.44451 0.11164  C1 1.415, C3 1.380, H8 1.133
3 C 2.02450 0.65016 0.06807  C2 1.380, N4 1.355, H9 1.220
4 N 2.01871 -0.70170 -0.02425  C3 1.355, C5 1.313
5 C 3.19954 -1.27662 -0.01482  N4 1.313, C6 1.256, H10 1.056
6 C 4.27165 -0.62254 -0.01003  C1 1.416, C5 1.256, H11 1.103
7 H 5.35948 1.11043 -0.23443  C1 1.061
8 H 3.02401 2.56993 0.10350  C2 1.133
9 H 0.85153 0.67736 0.40283  C3 1.220
10 H 2.98209 -2.30402 -0.12248  C5 1.056
11 H 5.10025 -1.35008 -0.00035  C6 1.103
12 C -4.25193 -0.75100 -0.16393  C13 1.466, C17 1.414, H18 1.031
13 C -4.39353 0.70775 -0.20493  C12 1.466, C14 1.334, H19 1.103
14 C -3.25661 1.38940 -0.05536  C13 1.334, N15 1.409, H20 1.085
15 N -2.02330 0.79847 0.28178  C14 1.409, C16 1.314
16 C -1.89720 -0.50680 0.35794  N15 1.314, C17 1.474, H21 1.024
17 C -3.01105 -1.40664 0.00942  C12 1.414, C16 1.474, H22 1.066
18 H -5.05529 -1.39328 -0.09444  C12 1.031
19 H -5.45572 1.00044 -0.25663  C13 1.103
20 H -3.26432 2.46525 -0.19719  C14 1.085
21 H -0.92785 -0.82543 0.27381  C16 1.024
22 H -2.80018 -2.45106 -0.00822  C17 1.066

Mulliken atomic charge list, values in e, 4 entries: number 1, C, carries -0.391; number 2, C, carries -0.586; number 3, C, carries 0.335; number 4, N, carries -0.426